(1)
C48H41MnN8O2P2 as an isolated structure. Source: the Open Molecules 2025 dataset; level of theory: wB97M-V/def2-TZVPD.

Last column: Löwdin charge in e.
Element x y z (Å)
Mn (-0.76154, -0.74395, 0.18512)  0.328
C (0.86103, 2.44481, -0.66521)  -0.304
N (2.06020, 2.14496, 0.08504)  -0.180
C (2.39458, 0.80085, 0.52201)  -0.298
P (1.56112, -0.58167, -0.39991)  1.059
C (2.62479, -1.99571, 0.03012)  -0.327
C (2.33880, -2.71777, 1.18900)  -0.102
C (3.11871, -3.80505, 1.55250)  -0.060
C (4.18756, -4.18746, 0.75479)  -0.068
C (4.47303, -3.48107, -0.40484)  -0.066
C (3.69755, -2.38960, -0.76839)  -0.067
C (2.02497, -0.16610, -2.11722)  -0.356
C (1.26142, -0.63726, -3.18292)  -0.090
C (1.59664, -0.30659, -4.48947)  -0.063
C (2.69248, 0.50235, -4.74548)  -0.066
C (3.47012, 0.96287, -3.69076)  -0.058
C (3.14420, 0.62603, -2.38703)  -0.095
C (3.09828, 3.09416, 0.06327)  -0.252
C (3.13518, 4.11571, -0.89038)  -0.030
C (4.16735, 5.04291, -0.88523)  -0.078
C (5.18488, 4.97129, 0.05278)  -0.093
C (5.15618, 3.95603, 0.99725)  -0.080
C (4.12638, 3.02868, 1.00993)  -0.033
P (-0.71241, 1.62257, -0.15139)  1.054
C (-1.73764, 2.19685, -1.53960)  -0.348
C (-2.36269, 3.44165, -1.56696)  -0.077
C (-3.06287, 3.84306, -2.69522)  -0.064
C (-3.12700, 3.01536, -3.80768)  -0.069
C (-2.48856, 1.78378, -3.79454)  -0.067
C (-1.80267, 1.37368, -2.66219)  -0.106
C (-1.26761, 2.57595, 1.28816)  -0.353
C (-2.63187, 2.66721, 1.56663)  -0.117
C (-3.07268, 3.30362, 2.71550)  -0.065
C (-2.15426, 3.84980, 3.60274)  -0.070
C (-0.79675, 3.76800, 3.33000)  -0.064
C (-0.35142, 3.13357, 2.17759)  -0.072
H (0.95178, 2.22982, -1.73888)  0.095
H (0.65581, 3.51367, -0.57435)  0.105
H (2.18409, 0.65611, 1.58558)  0.074
H (3.46989, 0.64908, 0.41193)  0.091
H (1.48270, -2.46299, 1.79957)  0.066
H (2.87745, -4.35974, 2.45020)  0.113
H (4.79221, -5.04130, 1.03172)  0.109
H (5.30010, -3.78264, -1.03453)  0.110
H (3.92441, -1.85493, -1.68141)  0.101
H (0.41254, -1.27667, -2.99155)  0.073
H (0.99574, -0.68266, -5.30770)  0.109
H (2.94650, 0.76916, -5.76330)  0.109
H (4.33499, 1.58528, -3.88070)  0.112
H (3.77293, 0.99649, -1.58753)  0.104
H (2.37720, 4.18037, -1.65861)  0.104
H (4.17664, 5.82253, -1.63626)  0.107
H (5.98855, 5.69495, 0.04831)  0.104
H (5.93729, 3.88681, 1.74355)  0.107
H (4.11310, 2.26545, 1.77726)  0.106
H (-2.30739, 4.09863, -0.70777)  0.108
H (-3.55370, 4.80745, -2.70737)  0.110
H (-3.67173, 3.33367, -4.68703)  0.109
H (-2.52818, 1.14066, -4.66458)  0.110
H (-1.30342, 0.41150, -2.65314)  0.076
H (-3.35684, 2.25984, 0.87041)  0.105
H (-4.13421, 3.37360, 2.91724)  0.111
H (-2.49768, 4.34844, 4.49981)  0.109
H (-0.07830, 4.20416, 4.01226)  0.110
H (0.71212, 3.07817, 1.97388)  0.102
N (-3.57914, -1.20526, -1.66743)  0.210
C (-3.85254, -0.84552, -0.41512)  -0.401
N (-5.12772, -0.64182, -0.09780)  0.188
C (-5.36823, -0.35822, 1.17762)  -0.433
N (-6.63341, -0.12316, 1.53967)  0.185
N (-4.43218, -0.29447, 2.14879)  0.193
C (-3.20372, -0.46459, 1.72718)  -0.286
N (-2.82182, -0.70715, 0.46631)  0.110
C (-2.11063, -0.41140, 2.71657)  -0.188
C (-2.37445, -0.34912, 4.07223)  0.024
C (-1.31413, -0.34916, 4.95973)  -0.019
C (-0.03090, -0.42150, 4.44935)  -0.014
C (0.14113, -0.47363, 3.07850)  -0.105
N (-0.86980, -0.45988, 2.21068)  0.040
H (-4.36341, -1.36453, -2.27527)  0.124
H (-2.66969, -1.58213, -1.90031)  0.064
H (-7.36628, -0.20508, 0.85823)  0.114
H (-6.84849, 0.03468, 2.50754)  0.113
H (-3.40323, -0.30872, 4.39804)  0.119
H (-1.48637, -0.30844, 6.02651)  0.120
H (0.83538, -0.44569, 5.09527)  0.119
H (1.13138, -0.54849, 2.66285)  0.080
O (-0.57604, -3.77042, 2.48250)  0.105
C (-0.67564, -3.82050, 1.28136)  -0.405
N (-0.72282, -2.72542, 0.42622)  0.049
C (-0.84616, -3.13404, -0.83758)  -0.420
O (-0.93342, -2.26968, -1.73513)  -0.048
C (-0.86026, -4.61681, -0.90839)  -0.081
C (-0.94418, -5.50522, -1.95748)  0.007
C (-0.92328, -6.86398, -1.64409)  -0.057
C (-0.82208, -7.29511, -0.32690)  -0.052
C (-0.73715, -6.38473, 0.72762)  0.011
C (-0.75841, -5.04692, 0.40992)  -0.080
H (-1.01916, -5.16420, -2.98174)  0.121
H (-0.98599, -7.59713, -2.43744)  0.109
H (-0.80874, -8.35671, -0.11822)  0.110
H (-0.65851, -6.71423, 1.75526)  0.125

LUMO level (spin up / spin down): -2.690 / -2.686 eV
energy above the lowest of the compared OMol25 structures with the same formula, charge and spin: 0.000 eV
molar mass: 878.796 u
expectation value of S²: 0.776
spin multiplicity: 2
maximum force: 0.227 eV/Å
total charge: +1

***

(2)
C48H41N5OP2S4Zr as an isolated structure in a non-equilibrium geometry. Source: the Open Molecules 2025 dataset; level of theory: wB97M-V/def2-TZVPD.

Last column: Löwdin charge in e.
Element x y z (Å)
Zr (0.93922, 0.27182, -0.41840)  0.961
S (0.95488, 2.86590, 0.60745)  0.375
P (-0.99551, 2.40134, 0.45448)  0.409
C (-1.33847, 0.89567, -0.37022)  -0.642
P (-1.68654, -0.31243, 0.80747)  0.436
S (-0.08497, -0.96928, 1.90537)  0.409
C (-3.03754, -0.07207, 2.01522)  -0.342
C (-2.89076, -0.28229, 3.37550)  -0.112
C (-3.97705, -0.10056, 4.21206)  -0.084
C (-5.19934, 0.28183, 3.68796)  -0.088
C (-5.34379, 0.48858, 2.32459)  -0.078
C (-4.26432, 0.31109, 1.48500)  -0.089
C (-2.48272, -1.70265, -0.06661)  -0.414
C (-2.62469, -2.93718, 0.54826)  -0.109
C (-3.34041, -3.93673, -0.08631)  -0.083
C (-3.94472, -3.69028, -1.30709)  -0.080
C (-3.82589, -2.44581, -1.90544)  -0.072
C (-3.09020, -1.45469, -1.29060)  -0.138
C (-1.77389, 3.74064, -0.49459)  -0.359
C (-2.55773, 3.47975, -1.60777)  -0.079
C (-3.17832, 4.52883, -2.26377)  -0.078
C (-3.01168, 5.82697, -1.80817)  -0.085
C (-2.20896, 6.08642, -0.70657)  -0.079
C (-1.58993, 5.04375, -0.04827)  -0.105
C (-1.70238, 2.65424, 2.11822)  -0.357
C (-3.02174, 3.06288, 2.26553)  -0.083
C (-3.55300, 3.20913, 3.53292)  -0.076
C (-2.77386, 2.94028, 4.64739)  -0.087
C (-1.46286, 2.51868, 4.49931)  -0.083
C (-0.92580, 2.37287, 3.23432)  -0.131
H (-1.92732, -0.58240, 3.76528)  0.062
H (-3.86935, -0.24830, 5.27650)  0.107
H (-6.04438, 0.41958, 4.34577)  0.103
H (-6.29640, 0.79632, 1.92039)  0.107
H (-4.35567, 0.47325, 0.41826)  0.114
H (-2.16385, -3.09840, 1.51685)  0.092
H (-3.43012, -4.90972, 0.37322)  0.100
H (-4.51248, -4.47093, -1.79063)  0.102
H (-4.30073, -2.24905, -2.85353)  0.108
H (-2.93999, -0.49322, -1.76385)  0.095
H (-2.67859, 2.45529, -1.93823)  0.093
H (-3.80207, 4.33356, -3.12500)  0.103
H (-3.50792, 6.64327, -2.31337)  0.101
H (-2.07640, 7.10127, -0.36029)  0.103
H (-0.95989, 5.21794, 0.81499)  0.102
H (-3.61755, 3.26260, 1.38401)  0.118
H (-4.57801, 3.53061, 3.65301)  0.111
H (-3.19149, 3.05275, 5.63722)  0.106
H (-0.85994, 2.30591, 5.37070)  0.105
H (0.10397, 2.05923, 3.09779)  0.061
S (0.98042, 1.38699, -2.69023)  0.606
C (0.19611, 0.25509, -3.75979)  -0.639
C (-0.00316, 0.66549, -5.07583)  -0.061
C (-0.54526, -0.18330, -6.03174)  -0.194
C (-0.69327, 0.25504, -7.36221)  -0.193
N (-0.80001, 0.61736, -8.44609)  0.169
C (-0.93105, -1.48571, -5.65337)  -0.191
C (-0.76598, -1.88700, -4.33447)  -0.060
C (-0.20397, -1.04732, -3.38004)  -0.603
S (-0.00314, -1.71282, -1.78490)  0.713
C (-1.48264, -2.38698, -6.58423)  -0.191
N (-1.94472, -3.14389, -7.31203)  0.171
H (0.30072, 1.66724, -5.34091)  0.112
H (-1.06997, -2.87675, -4.02879)  0.113
C (2.13454, -4.62388, 2.61279)  -0.009
N (1.66440, -3.48052, 1.82277)  -0.212
C (1.08018, -3.91641, 0.54439)  -0.040
C (2.75597, -2.43827, 1.66764)  -0.131
C (3.23139, -2.27365, 0.24668)  -0.285
C (4.25483, -3.12387, -0.17857)  -0.070
C (4.73493, -3.05399, -1.46898)  -0.092
C (4.17738, -2.13274, -2.34174)  -0.076
C (3.16614, -1.29215, -1.91102)  -0.173
C (2.63724, -1.32418, -0.60438)  -0.279
H (1.35761, -5.38354, 2.68528)  0.103
H (2.40617, -4.30858, 3.61959)  0.107
H (3.01056, -5.05423, 2.12681)  0.106
H (0.89118, -2.96581, 2.29733)  0.054
H (1.83815, -4.35395, -0.10041)  0.114
H (0.64567, -3.05344, 0.03868)  -0.013
H (0.28753, -4.63570, 0.72966)  0.107
H (3.58798, -2.72907, 2.31101)  0.128
H (2.33923, -1.49933, 2.03209)  0.029
H (4.67663, -3.84546, 0.51231)  0.104
H (5.52639, -3.70944, -1.79899)  0.098
H (4.52997, -2.08016, -3.36310)  0.105
H (2.75933, -0.59452, -2.64318)  0.053
N (8.01733, 1.72341, 0.36098)  0.180
C (7.08952, 1.64737, 1.34242)  -0.503
O (7.37412, 1.74743, 2.51753)  0.072
C (5.67528, 1.44169, 0.90173)  -0.104
C (4.76555, 1.02097, 1.87356)  0.035
C (3.44859, 0.82814, 1.52619)  -0.143
N (2.99833, 0.97976, 0.27367)  -0.191
C (3.85199, 1.44868, -0.64445)  -0.136
C (5.18389, 1.70078, -0.37698)  0.029
H (8.97600, 1.86377, 0.63464)  0.118
H (7.81535, 1.51448, -0.60109)  0.097
H (5.12221, 0.86800, 2.88075)  0.125
H (2.70556, 0.55117, 2.27260)  0.104
H (3.44056, 1.62705, -1.63537)  0.076
H (5.80944, 2.11049, -1.15455)  0.116

LUMO level: -0.758 eV
energy above the lowest of the compared OMol25 structures with the same formula, charge and spin: 1.882 eV
molar mass: 985.330 u
spin multiplicity: 1
maximum force: 2.390 eV/Å